Record 1
{
  "formula": "C39H39As2Cl2IrO2S3",
  "method": "ωB97M-V with the def2-TZVPD basis set",
  "relative_energy_ev": 3.778,
  "s2": 1.207,
  "total_charge": 3,
  "multiplicity": 2,
  "e_tot_ev": -227208.80775,
  "gap_ev": [4.923, 4.268],
  "elements": ["Ir", "C", "C", "As", "C", "C", "C", "C", "C", "C", "C", "C", "C", "C", "C", "C", "As", "C", "C", "C", "C", "C", "C", "C", "C", "C", "C", "C", "C", "H", "H", "H", "H", "H", "H", "H", "H", "H", "H", "H", "H", "H", "H", "H", "H", "H", "H", "H", "H", "H", "H", "H", "H", "Cl", "C", "C", "C", "Cl", "C", "O", "C", "C", "O", "C", "H", "H", "H", "C", "C", "S", "C", "C", "S", "C", "C", "S", "H", "H", "H", "H", "H", "H", "H", "H", "H", "H", "H", "H"],
  "positions_angstrom": [[-0.888615, -0.394815, 0.962842], [-2.462271, 0.853349, -1.701976], [-2.791755, -0.586117, -2.065979], [-1.645949, -2.036275, -1.285904], [0.015461, -2.295206, -2.279189], [0.763402, -1.303016, -2.888018], [2.002937, -1.571137, -3.439779], [2.517084, -2.857421, -3.374253], [1.780597, -3.868222, -2.772622], [0.543868, -3.588356, -2.221253], [-2.625671, -3.515535, -2.187005], [-2.386015, -3.661237, -3.552360], [-3.070591, -4.625222, -4.269925], [-3.970124, -5.462520, -3.628864], [-4.224167, -5.301289, -2.275988], [-3.541364, -4.336341, -1.550290], [-1.075462, 1.604012, -2.910720], [-1.071014, 3.534892, -2.821497], [-0.701174, 4.201667, -3.991751], [-0.619350, 5.580395, -4.000315], [-0.840064, 6.290483, -2.827262], [-1.205975, 5.627504, -1.660266], [-1.287339, 4.246652, -1.644061], [-1.907968, 1.165682, -4.626601], [-1.444706, 0.102608, -5.385339], [-2.117173, -0.276038, -6.534449], [-3.253876, 0.415823, -6.921937], [-3.722665, 1.467056, -6.151933], [-3.048234, 1.863055, -5.008965], [-2.110245, 0.913005, -0.656093], [-3.346944, 1.490913, -1.818650], [-2.874897, -0.721734, -3.151317], [-3.766513, -0.847116, -1.630373], [0.365235, -0.283099, -2.921320], [2.573125, -0.777377, -3.902619], [3.493583, -3.063339, -3.781652], [2.178465, -4.871427, -2.722675], [-0.030836, -4.371623, -1.736488], [-1.674156, -3.019800, -4.058808], [-2.889022, -4.731657, -5.329574], [-4.448492, -6.259446, -4.176298], [-4.942505, -5.933748, -1.780997], [-3.723902, -4.223108, -0.489198], [-0.494096, 3.641080, -4.897861], [-0.374263, 6.094562, -4.915944], [-0.691487, 7.359183, -2.816335], [-1.399434, 6.187342, -0.758365], [-1.512169, 3.709264, -0.730131], [-0.547695, -0.423633, -5.080584], [-1.748296, -1.098509, -7.123809], [-3.760382, 0.146816, -7.836143], [-4.623577, 1.990675, -6.440294], [-3.417708, 2.696586, -4.425244], [6.450267, -0.736305, -0.670436], [4.791192, -1.016409, -0.404173], [4.341953, -2.289095, -0.011939], [3.008216, -2.512559, 0.220370], [2.443898, -4.048064, 0.694184], [2.015734, -1.466807, 0.073458], [0.810181, -1.728669, 0.310512], [2.510305, -0.174015, -0.345597], [1.614729, 0.917342, -0.571433], [0.375786, 0.897637, -0.512762], [3.877052, 0.019592, -0.563554], [5.047680, -3.096170, 0.114366], [2.094319, 1.867699, -0.848033], [4.231073, 0.993471, -0.866898], [-2.579552, -1.512699, 3.856607], [-1.260625, -2.259374, 3.807331], [0.197763, -1.389465, 3.135073], [0.471219, 0.002063, 4.300748], [-0.470471, 1.188700, 4.197734], [-0.746925, 1.756685, 2.468051], [-2.538070, 2.126672, 2.487403], [-3.505662, 0.999353, 2.841130], [-3.094900, -0.705642, 2.274158], [-2.593612, -0.762623, 4.645862], [-3.367800, -2.237272, 4.068321], [-1.336387, -3.135718, 3.162984], [-0.989827, -2.582578, 4.814254], [1.498618, 0.307214, 4.092560], [0.432970, -0.419167, 5.307658], [-0.027544, 2.037712, 4.720570], [-1.438433, 0.972524, 4.637009], [-2.724466, 2.503926, 1.481165], [-2.692254, 2.946093, 3.189308], [-4.469453, 1.222406, 2.378361], [-3.674835, 0.937464, 3.914918]],
  "atomic_forces_ev_per_a": [[1.201, -1.251, 2.357], [0.469, -0.070, 0.178], [0.160, -0.310, 0.008], [0.016, 1.011, -0.874], [0.068, -0.166, 0.378], [-0.418, 0.528, 0.047], [0.043, 0.003, -0.056], [-0.026, 0.053, 0.023], [0.056, 0.013, -0.031], [-0.432, 0.047, 0.174], [-0.002, -0.028, 0.655], [0.171, 0.480, -0.001], [0.029, -0.042, 0.024], [0.005, -0.042, 0.135], [0.079, -0.049, -0.059], [-0.017, 0.245, 0.327], [-1.567, 0.994, -0.504], [0.370, -0.810, -0.051], [-0.022, -0.158, -0.358], [0.003, -0.039, 0.033], [0.006, -0.061, -0.071], [0.065, -0.187, 0.159], [-0.070, -0.076, 0.216], [0.458, 0.052, 0.227], [0.409, -0.195, 0.176], [-0.032, 0.094, 0.025], [0.087, -0.083, -0.056], [-0.188, 0.163, 0.001], [-0.087, 0.158, 0.203], [-0.155, 0.247, -0.297], [0.212, 0.046, -0.051], [0.000, -0.123, 0.242], [0.129, 0.029, -0.150], [0.301, -0.308, -0.015], [0.019, 0.014, -0.063], [0.111, -0.068, -0.094], [-0.001, -0.052, 0.016], [0.143, -0.049, -0.068], [-0.029, -0.071, -0.024], [0.052, -0.017, -0.038], [-0.162, 0.014, -0.078], [-0.054, -0.112, 0.084], [-0.067, -0.069, 0.020], [-0.037, 0.067, 0.026], [0.108, 0.072, -0.053], [-0.148, 0.123, -0.005], [0.018, 0.063, 0.072], [-0.065, 0.105, 0.060], [-0.024, -0.066, -0.100], [0.066, -0.101, -0.120], [-0.108, -0.054, -0.027], [0.015, 0.056, -0.048], [-0.017, 0.043, -0.016], [0.384, -0.017, -0.062], [-1.038, 0.820, -0.098], [-0.252, 0.254, -0.088], [-0.606, 0.962, -0.123], [-0.079, -0.506, 0.225], [2.707, 0.793, -0.301], [-2.623, 0.145, 0.584], [-1.110, -0.519, 0.398], [1.563, -0.780, 0.097], [-1.622, -0.008, 0.587], [1.197, -0.590, 0.035], [0.082, -0.071, 0.018], [-0.127, -0.013, -0.156], [0.091, 0.113, -0.026], [0.057, 0.043, -0.084], [0.253, 0.145, -0.160], [-1.199, 0.619, -1.016], [-0.045, -0.123, -0.426], [-0.038, -0.047, -0.292], [-0.444, -1.540, -0.853], [0.236, -0.104, -0.021], [0.001, -0.112, -0.071], [1.575, 0.528, -0.897], [-0.042, -0.019, -0.100], [-0.020, 0.074, 0.038], [0.060, -0.071, 0.081], [-0.058, -0.133, -0.023], [-0.018, -0.074, 0.065], [0.101, 0.021, -0.019], [-0.090, 0.011, 0.024], [-0.048, 0.064, 0.022], [-0.004, 0.002, 0.044], [0.011, 0.128, -0.041], [0.033, -0.009, 0.096], [-0.027, -0.050, -0.013]]
}


Record 2
{
  "formula": "C10H11N3",
  "method": "ωB97M-V with the def2-TZVPD basis set",
  "relative_energy_ev": 2.663,
  "e_tot_ev": -15016.55594,
  "gap_ev": 8.288,
  "elements": ["C", "N", "C", "C", "C", "N", "C", "C", "C", "C", "C", "C", "N", "H", "H", "H", "H", "H", "H", "H", "H", "H", "H", "H"],
  "positions_angstrom": [[-0.028386, 2.882552, -1.098272], [0.338613, 2.310675, -2.420831], [-0.284192, 0.984208, -2.677575], [-0.432328, 0.158644, -1.330177], [-1.782299, -0.213039, -0.801533], [-2.050761, -0.893259, 0.348915], [-0.847749, -1.196771, 0.983309], [-0.936816, -1.953642, 2.292064], [0.257930, -2.337761, 3.047396], [1.627345, -2.005904, 2.528960], [1.731656, -1.281501, 1.273831], [0.506416, -0.885035, 0.484283], [0.725162, -0.192661, -0.704941], [0.223974, 3.987960, -1.147011], [-1.134461, 2.787659, -0.918816], [0.587640, 2.481125, -0.236709], [1.354692, 2.157959, -2.370108], [-1.249675, 1.050123, -3.250488], [0.475568, 0.398690, -3.282204], [-2.674254, 0.119920, -1.406606], [-1.930604, -2.225304, 2.742529], [0.206038, -2.891922, 4.021722], [2.579514, -2.250620, 3.064171], [2.736976, -0.992094, 0.858093]],
  "atomic_forces_ev_per_a": [[0.303, 1.324, 0.026], [0.038, -0.656, 0.734], [0.925, -1.027, 0.856], [-0.109, -0.840, 0.421], [0.118, 0.026, 0.236], [3.271, 1.438, -2.088], [0.712, -1.513, 2.188], [2.525, -0.078, 0.565], [-0.216, 1.112, -2.143], [-1.641, 1.440, -2.287], [-1.506, -0.882, 1.339], [0.633, -0.282, 0.905], [-3.155, -0.220, 0.383], [-0.468, -1.173, 0.107], [1.137, 0.020, -0.046], [-0.973, 0.104, -0.828], [-0.661, 0.072, -0.265], [0.869, 0.066, 0.741], [-1.117, 0.614, 0.430], [1.061, -0.438, 0.712], [1.072, 0.462, -0.842], [-0.250, 0.661, -1.172], [-1.244, 0.116, -0.405], [-1.323, -0.346, 0.432]]
}


Record 3
{
  "formula": "C25H27N4OPPtS",
  "method": "ωB97M-V with the def2-TZVPD basis set",
  "s2": 6.023,
  "total_charge": 2,
  "multiplicity": 5,
  "e_tot_ev": -57725.25670,
  "gap_ev": [8.424, 5.525],
  "elements": ["Pt", "N", "P", "C", "C", "C", "C", "C", "C", "C", "C", "C", "C", "C", "C", "C", "C", "C", "C", "C", "N", "H", "H", "H", "H", "H", "H", "H", "H", "H", "H", "H", "H", "H", "H", "H", "C", "C", "C", "C", "N", "C", "S", "N", "H", "H", "H", "H", "H", "C", "C", "C", "O", "H", "H", "H", "H", "H", "H", "H"],
  "positions_angstrom": [[0.788031, -0.430649, 0.815097], [-1.671597, -2.209857, 1.360888], [-1.612880, -0.513746, 1.359675], [-2.720555, -0.062168, 2.679978], [-4.047431, -0.500383, 2.633275], [-4.912323, -0.142322, 3.650786], [-4.464057, 0.659590, 4.695479], [-3.153066, 1.108918, 4.728807], [-2.272296, 0.747745, 3.719518], [-2.283268, 0.059054, -0.207367], [-2.117781, 1.410682, -0.518375], [-2.658102, 1.920785, -1.686779], [-3.360063, 1.085349, -2.549154], [-3.523667, -0.257508, -2.243923], [-2.991599, -0.773556, -1.068581], [-0.660485, -3.042609, 0.928289], [-0.831748, -4.427629, 0.897733], [0.196915, -5.212025, 0.432260], [1.378825, -4.617089, -0.016084], [1.486118, -3.254726, 0.045331], [0.488523, -2.474665, 0.533232], [-2.417132, -2.655709, 1.877224], [-4.415660, -1.088491, 1.800021], [-5.940673, -0.475863, 3.625863], [-5.147972, 0.938536, 5.485476], [-2.813767, 1.736067, 5.541316], [-1.245301, 1.090088, 3.748768], [-1.574458, 2.067558, 0.154298], [-2.536971, 2.968677, -1.925896], [-3.783417, 1.485561, -3.460320], [-4.072865, -0.903295, -2.915335], [-3.116143, -1.824451, -0.837838], [-1.767530, -4.859118, 1.224426], [0.081709, -6.287069, 0.404464], [2.198983, -5.203139, -0.401860], [2.364277, -2.723692, -0.296204], [3.889246, 2.311177, -4.460078], [3.597539, 1.140655, -3.590831], [4.522594, 0.123577, -3.346779], [4.185486, -0.899650, -2.484421], [2.987721, -0.945610, -1.874234], [2.187716, 0.038676, -2.224334], [0.517954, 0.003056, -1.556350], [2.380823, 1.073291, -3.017903], [4.700574, 2.101590, -5.153293], [4.188485, 3.158513, -3.838766], [2.996816, 2.601701, -5.010190], [5.491113, 0.135288, -3.827042], [4.881842, -1.695972, -2.254958], [3.457130, 1.724719, 0.622996], [2.240893, 2.318421, 1.292712], [1.577561, 3.444597, 0.482290], [1.207595, 1.382996, 1.518206], [4.278996, 2.438996, 0.680134], [3.267877, 1.520282, -0.430877], [3.781186, 0.811220, 1.123717], [2.476659, 2.710972, 2.289688], [1.213245, 3.057444, -0.471142], [2.339026, 4.198701, 0.284837], [0.761348, 3.906507, 1.032132]],
  "atomic_forces_ev_per_a": [[-0.051, -0.232, 0.181], [-0.134, 0.018, 0.185], [0.407, -0.265, -0.662], [0.121, 0.194, 0.088], [-0.029, 0.068, -0.033], [-0.009, -0.004, 0.017], [-0.004, -0.002, 0.005], [0.013, -0.012, 0.006], [-0.001, -0.045, 0.079], [-0.511, -0.019, 0.162], [-0.021, 0.042, 0.046], [0.014, -0.004, -0.015], [-0.004, -0.008, -0.011], [0.027, 0.030, -0.008], [0.136, -0.066, -0.042], [-0.043, -0.005, -0.006], [0.028, 0.066, -0.033], [0.008, -0.008, 0.001], [0.009, 0.061, 0.009], [0.000, -0.041, 0.050], [0.131, -0.140, -0.014], [-0.047, -0.015, -0.048], [0.016, -0.012, -0.015], [0.001, -0.005, -0.002], [-0.002, 0.008, 0.002], [0.000, 0.006, 0.004], [0.015, -0.002, -0.021], [-0.017, -0.007, 0.020], [-0.004, 0.003, 0.003], [0.003, 0.003, -0.005], [0.001, -0.008, -0.001], [-0.030, 0.006, 0.025], [-0.004, -0.002, 0.008], [0.001, -0.009, -0.006], [-0.007, -0.022, 0.001], [-0.026, -0.028, 0.004], [0.032, 0.043, -0.061], [-0.260, -0.003, 0.146], [0.158, 0.007, -0.086], [-0.214, -0.013, 0.154], [0.358, 0.082, -0.154], [-0.841, 0.141, 0.301], [0.346, 0.171, -0.259], [0.383, -0.237, -0.118], [0.002, -0.003, 0.000], [-0.010, 0.004, 0.002], [0.002, 0.005, 0.004], [0.001, 0.014, 0.006], [-0.006, -0.017, -0.005], [0.051, 0.030, -0.049], [-0.067, -0.237, 0.170], [0.008, 0.076, -0.089], [0.088, 0.409, 0.077], [-0.004, 0.004, -0.002], [-0.011, -0.018, -0.003], [-0.027, -0.002, 0.013], [0.015, 0.027, -0.054], [0.021, -0.010, -0.002], [0.001, 0.008, 0.017], [-0.014, -0.024, 0.014]]
}